Entry 1:
Here is a 2-piece molecular cluster, C3H14N4 overall in a non-equilibrium geometry from the OMol25 dataset. Energies are from the ωB97M-V functional and the def2-TZVPD basis.

The HOMO energy is -17.55 eV. For the energy relative to the best compared isomer or geometry (same formula, charge and spin), the calculation gives 211.6 kJ/mol. The value obtained for the gap between HOMO and LUMO is 10.09 eV. The charge is +2. The calculation puts the LUMO energy at -7.5 eV.

Geometry as XYZ:
```
21
C3H14N4 (the ωB97M-V functional and the def2-TZVPD basis)
C -0.77742 1.90435 0.37524
C -2.56358 0.09232 -0.64729
C -0.70827 0.52219 0.74981
N 1.74056 -0.38913 -0.25274
N -1.55571 -0.37088 0.34105
N 3.08244 -0.94680 -0.37555
N -1.39655 -1.74218 0.55593
H -1.58760 2.08913 -0.31636
H 0.11967 2.48996 0.12588
H -1.03218 2.46183 1.31182
H -2.20120 0.78832 -1.42661
H -2.97916 -0.79401 -1.17967
H -3.39144 0.58824 -0.14550
H 0.02454 0.23648 1.63455
H 1.68938 0.41638 0.44876
H 3.83276 -0.51574 -0.93152
H 3.55709 -0.99401 0.49772
H 2.92684 -1.96134 -0.77902
H 1.71391 -0.01670 -1.14929
H -2.25337 -2.18393 0.07757
H -1.20629 -2.03600 1.55455
```

Löwdin atomic charge list, values in e, 8 entries: C -0.038; C 0.026; C -0.140; N 0.071; N -0.176; N 0.138; N 0.124; H 0.074

Entry 2:
Here is a 2-piece molecular cluster, C3H14N5 overall in a non-equilibrium geometry from the OMol25 dataset. Energies are from the ωB97M-V functional and the def2-TZVPD basis.

The HOMO energy is -13.27 eV. For the energy relative to the best compared isomer or geometry (same formula, charge and spin), the calculation gives 0.0 kJ/mol. The value obtained for the gap between HOMO and LUMO is 10.69 eV. The charge is +1. The calculation puts the LUMO energy at -2.6 eV.

Geometry as XYZ:
```
22
C3H14N5 (the ωB97M-V functional and the def2-TZVPD basis)
C -1.68762 0.92481 -1.28491
C -0.91672 0.28905 0.08133
C -0.53881 -1.16894 -0.07169
N 0.26545 1.08632 0.30226
N -1.96026 0.32697 1.09538
N -1.54257 -2.01958 -0.01050
N 0.70660 -1.51842 -0.18197
N 2.91320 -0.05891 -0.07084
H -1.84961 1.97784 -1.09874
H -2.62651 0.40308 -1.41812
H -1.04491 0.78070 -2.14664
H 0.59245 1.00347 1.25919
H 0.08618 2.06541 0.10990
H -2.46153 1.20679 1.08233
H -1.59434 0.17873 2.03189
H -1.41368 -3.01827 -0.03408
H -2.45477 -1.64387 0.21028
H 1.54693 -0.82340 -0.15799
H 0.93042 -2.50463 -0.22755
H 3.35511 -0.10858 0.84282
H 3.57117 -0.41314 -0.75486
H 2.71881 0.91257 -0.28460
```

Löwdin atomic charge list, values in e, 8 entries: C 0.039; C -0.522; C -0.333; N 0.067; N 0.064; N 0.213; N 0.203; N 0.036

Entry 3:
Here is a 3-piece molecular cluster, C3H14NO2 overall in a non-equilibrium geometry from the OMol25 dataset. Energies are from the ωB97M-V functional and the def2-TZVPD basis.

The HOMO energy is -15.40 eV. For the energy relative to the best compared isomer or geometry (same formula, charge and spin), the calculation gives 55.0 kJ/mol. The value obtained for the gap between HOMO and LUMO is 12.30 eV. The charge is +1. The calculation puts the LUMO energy at -3.1 eV.

Geometry as XYZ:
```
20
C3H14NO2 (the ωB97M-V functional and the def2-TZVPD basis)
C -0.46723 0.70970 0.67583
C -1.13364 -0.37823 -0.16997
C -2.28644 0.16316 -0.97224
N 1.03304 0.45918 0.68053
H -0.61902 1.67798 0.21730
H -0.73193 0.56138 1.71731
H -1.38078 -1.18186 0.52554
H -0.34256 -0.82084 -0.77719
H -2.84991 -0.62455 -1.47892
H -2.98280 0.70493 -0.33356
H -1.90737 0.85583 -1.73714
H 1.16067 -0.36883 1.29687
H 1.53128 0.25376 -0.19063
H 1.53743 1.14776 1.23899
H 1.44394 -1.75529 3.11250
H 1.07217 -2.90776 2.21195
O 1.12057 -1.94158 2.22191
H 1.84449 1.87463 -2.42543
H 2.01427 0.65584 -3.36812
O 1.94383 0.91479 -2.44551
```

Löwdin atomic charge list, values in e, 8 entries: C -0.129; C -0.252; C -0.090; N 0.166; H 0.127; H 0.133; H 0.113; H 0.110

Entry 4:
Here is a 3-piece molecular cluster, C3H14NO2S overall in a non-equilibrium geometry from the OMol25 dataset. Energies are from the ωB97M-V functional and the def2-TZVPD basis.

The HOMO energy is -12.40 eV. For the energy relative to the best compared isomer or geometry (same formula, charge and spin), the calculation gives 318.1 kJ/mol. The value obtained for the gap between HOMO and LUMO is 8.93 eV. The charge is +1. The calculation puts the LUMO energy at -3.5 eV.

Geometry as XYZ:
```
21
C3H14NO2S (the ωB97M-V functional and the def2-TZVPD basis)
C -0.92626 1.67566 0.33337
C -0.64552 0.95718 -0.92770
C -0.67927 -0.52997 -0.71552
S -0.06875 -1.40026 -2.28993
N 0.08269 1.25111 1.45341
H -0.89052 2.80523 0.16452
H -2.00504 1.33528 0.87621
H 0.38412 1.20798 -1.33576
H -1.58015 1.17137 -1.62378
H -1.81122 -0.99846 -0.70677
H -0.17315 -0.87322 0.04323
H 1.13767 -2.01921 -1.93649
H 0.94595 1.79627 1.03807
H -0.34677 1.80281 2.30587
H 0.01563 0.32302 1.56255
H 3.42829 0.11262 1.51033
H 2.94315 1.43013 0.70096
O 2.87232 0.81766 1.46935
H -1.29742 -1.91841 1.31891
H -1.03435 -1.73603 2.73479
O -1.08342 -1.24394 1.98957
```

Löwdin atomic charge list, values in e, 8 entries: C -0.186; C -0.310; C -0.560; S 0.688; N 0.167; H 0.149; H 0.197; H 0.130

Entry 5:
Here is a 4-piece molecular cluster, C3H14NO3 overall in a non-equilibrium geometry from the OMol25 dataset. Energies are from the ωB97M-V functional and the def2-TZVPD basis.

The HOMO energy is -15.15 eV. For the energy relative to the best compared isomer or geometry (same formula, charge and spin), the calculation gives 206.8 kJ/mol. The value obtained for the gap between HOMO and LUMO is 11.30 eV. The charge is +1. The calculation puts the LUMO energy at -3.9 eV.

Geometry as XYZ:
```
21
C3H14NO3 (the ωB97M-V functional and the def2-TZVPD basis)
C 0.45486 -0.73044 -2.09060
C 0.76033 -1.25680 -0.71387
C -0.55727 -0.40750 1.28378
N 0.39042 -0.29711 0.40330
H -0.35302 -0.02664 -2.21314
H 1.35540 -0.38049 -2.55653
H -0.03639 -1.48809 -2.63729
H 0.36818 -2.32063 -0.50846
H 1.92816 -1.61124 -0.63877
H -0.68094 0.48800 1.99760
H -1.34075 -1.13321 1.44897
H 0.91189 0.66557 0.30903
H 2.24206 2.02516 1.28781
H 0.94420 2.84587 1.00885
O 1.23568 1.95183 1.21152
H -3.50436 -2.53609 2.76729
H -3.51593 -1.13808 2.15546
O -2.93716 -1.76889 2.54110
H 0.24283 2.84291 -1.35290
H 1.08645 2.04913 -2.32118
O 1.00537 2.22673 -1.38195
```

Löwdin atomic charge list, values in e, 8 entries: C -0.101; C -0.187; C 0.159; N 0.014; H 0.078; H 0.076; H 0.069; H 0.139

Entry 6:
Here is a 5-piece molecular cluster, C3H14NO3 overall in a non-equilibrium geometry from the OMol25 dataset. Energies are from the ωB97M-V functional and the def2-TZVPD basis.

The HOMO energy is -13.79 eV. For the energy relative to the best compared isomer or geometry (same formula, charge and spin), the calculation gives 792.0 kJ/mol. The value obtained for the gap between HOMO and LUMO is 4.59 eV. The charge is +1. The calculation puts the LUMO energy at -9.2 eV.

Geometry as XYZ:
```
21
C3H14NO3 (the ωB97M-V functional and the def2-TZVPD basis)
C -1.57287 -0.84988 -1.86097
C -1.72078 0.14796 -0.91932
C -1.25252 1.50632 -0.98966
O 0.86078 1.32236 1.43889
N 2.60686 -0.25345 0.52327
H -1.03028 -0.81026 -2.79621
H -2.07717 -1.81138 -1.78084
H -2.22335 -0.06598 0.01928
H -1.95001 2.24193 -0.58677
H -0.56202 1.37763 -0.05603
H -0.70171 1.69649 -1.90440
H 0.82189 2.12685 1.99727
H 3.39742 -0.74207 0.91549
H 2.07997 0.51864 0.98296
H 2.90373 0.01594 -0.40855
H 1.11872 -1.29091 0.02485
H -0.20263 -2.00712 -0.19003
O 0.40416 -1.42202 -0.66384
H -0.01209 0.11891 1.75562
H -0.26061 -1.18144 2.59217
O -0.62750 -0.63855 1.90681
```

Löwdin atomic charge list, values in e, 8 entries: C 0.217; C -0.098; C 0.017; O -0.189; N 0.131; H 0.114; H 0.119; H 0.129